1.
Here is a molecular structure, C9H4BrCl32NO7PS3 from the OMol25 dataset. Energies are from the ωB97M-V functional and the def2-TZVPD basis.

The largest force on an atom is 2.9 eV/A. The calculation puts the HOMO energy at -6.323 eV. The net charge is -1.

XYZ file:
```
58
Properties=species:S:1:pos:R:3:mulliken_charge:R:1
C -0.0346 -0.9953 -1.2236 -0.292
S 0.4885 -2.4044 -0.2947 0.926
O 1.8990 -2.4167 -0.3820 -0.692
O 0.0554 -2.3662 1.0506 -0.358
S -0.1388 -4.1803 -1.3949 0.933
O 0.2368 -5.3454 -0.6877 -0.581
O 0.6077 -4.0308 -2.5793 -0.605
N -1.6622 -4.0464 -1.8295 -0.333
S -2.7671 -4.1657 -0.6585 0.852
O -3.8314 -4.9574 -1.1493 -0.659
O -2.3191 -4.5635 0.6252 -0.458
P -3.8401 -2.2821 -0.3875 0.116
O -3.6212 -1.5813 -1.8440 -0.210
Br -2.7658 -1.0830 1.1911 -0.115
H 0.0913 -0.1076 -0.6337 0.112
H 0.6339 -0.9476 -2.0585 0.422
H -1.0241 -1.1124 -1.6212 -0.082
H -4.1403 -0.7693 -1.8491 0.277
C -1.1700 2.5523 -1.5003 0.066
Cl -0.9331 2.9742 -3.1978 -0.097
Cl -2.2445 1.1639 -1.3734 0.122
Cl 0.3783 2.1244 -0.7770 0.038
Cl -1.8589 3.9320 -0.6386 -0.098
C 1.7962 4.2347 3.0175 0.130
Cl 0.4986 4.5063 4.1818 -0.080
Cl 3.0703 3.2334 3.7456 -0.125
Cl 1.1454 3.3901 1.6099 0.108
Cl 2.4730 5.7821 2.5015 -0.077
C 3.5167 6.9711 6.7264 0.317
Cl 2.6995 6.8542 8.2878 -0.108
Cl 2.7270 8.2065 5.7433 -0.104
Cl 5.2073 7.4155 6.9809 -0.108
Cl 3.4314 5.4204 5.8964 -0.007
C 4.2212 1.8190 -1.6614 0.192
Cl 3.6549 0.1542 -1.5758 0.066
Cl 5.8757 1.8586 -2.2833 -0.123
Cl 3.1757 2.7436 -2.7442 -0.095
Cl 4.1901 2.5196 -0.0357 -0.039
C 0.4731 -4.8029 3.9165 0.263
Cl 1.9779 -3.9493 4.3053 -0.137
Cl 0.4705 -6.3716 4.7496 -0.144
Cl -0.8986 -3.8436 4.4932 -0.115
Cl 0.3467 -5.0358 2.1950 0.063
C -2.8010 -0.5825 -5.2996 0.218
Cl -2.5827 -0.1738 -7.0061 -0.124
Cl -3.8539 -1.9817 -5.1572 -0.072
Cl -1.2347 -0.9441 -4.5758 0.006
Cl -3.5234 0.8002 -4.4607 -0.091
C -5.4853 1.7160 3.0252 0.287
Cl -4.1051 1.5046 4.1031 -0.097
Cl -5.9590 3.4211 3.0053 -0.114
Cl -5.0363 1.2042 1.4037 -0.008
Cl -6.8367 0.7386 3.6005 -0.109
C 3.8659 -2.4418 -5.0938 0.204
Cl 4.2470 -4.0620 -4.5250 -0.087
Cl 4.7557 -1.2551 -4.1344 -0.074
Cl 4.3231 -2.2873 -6.7966 -0.124
Cl 2.1339 -2.1539 -4.9254 0.025
```

=====

2.
Here is a single C6H10N2 molecule from the OMol25 dataset. Energies are from the ωB97M-V functional and the def2-TZVPD basis.

The largest force on an atom is 9.1 eV/A. The calculation puts the HOMO energy at -6.885 eV.

XYZ file:
```
18
Properties=species:S:1:pos:R:3:mulliken_charge:R:1
C 0.2125 -0.2343 0.0113 0.605
C -1.5147 1.4761 -0.4022 -0.332
C 2.6316 0.3452 0.1107 -0.810
C 1.3058 0.8191 0.1949 -0.433
C -0.3377 -0.7243 1.2438 -0.119
C -1.5514 -0.7010 0.5224 -0.749
H 0.9596 -2.1359 -0.4911 0.290
H 0.7579 -1.2141 -1.7194 0.280
H -2.6174 1.7163 -0.6889 0.264
H -0.6289 2.1881 -0.7955 0.231
H 3.4683 1.0848 0.3727 0.247
H 2.7884 -0.6064 -0.3747 0.251
H 0.8702 2.0289 0.4156 0.121
H -0.1906 0.0851 2.0008 0.187
H -1.8849 -1.3955 -0.1977 0.314
H -2.6478 -0.2256 0.7603 0.334
N 0.2323 -1.3651 -0.9317 -0.722
N -0.9967 0.3064 -0.4066 0.042
```

=====

3.
Here is a molecular structure, C4H19N2SiSr from the OMol25 dataset. Energies are from the ωB97M-V functional and the def2-TZVPD basis.

The largest force on an atom is 4.3 eV/A. The calculation puts the HOMO energy at -0.763 eV. The net charge is -1.

XYZ file:
```
27
Properties=species:S:1:pos:R:3:mulliken_charge:R:1
C -1.1886 -1.6877 0.1071 -1.626
Sr -0.3230 0.3054 -2.6082 -0.788
N -0.5851 2.5722 -1.3778 -0.407
N -2.9383 0.1430 -2.6881 -0.392
H 0.1542 3.1913 -1.7116 0.256
H -0.5878 -0.9000 0.7382 0.359
H -0.9360 -2.5264 0.7243 0.331
H -1.0713 -2.0320 -0.9990 0.040
H -2.1581 -1.2043 0.2052 0.385
H -3.2586 0.3077 -3.6400 0.237
H -3.4056 0.8311 -2.0963 0.202
H -3.3147 -0.7677 -2.4114 0.231
H -1.4514 3.1052 -1.5213 0.181
H -0.4818 2.5127 -0.3619 0.226
C 1.7705 1.1341 0.5287 -0.897
Si 0.8637 -0.3956 1.1124 0.620
C 1.9799 -1.7589 0.5307 -0.979
C 1.0082 -0.3030 2.9211 -1.473
H 1.9906 1.1990 -0.5564 0.127
H 2.7726 1.0899 1.0068 0.366
H 1.3346 2.0855 0.8699 0.242
H 2.7998 -1.8561 1.2739 0.248
H 1.4775 -2.7130 0.3895 0.325
H 2.4774 -1.5219 -0.4178 0.303
H 2.0356 -0.3612 3.2727 0.345
H 0.6031 0.6252 3.3076 0.313
H 0.4324 -1.0744 3.4018 0.223
```

=====

4.
Here is 2 unconnected molecules or ions with the total composition C3H6NO2 from the OMol25 dataset. Energies are from the ωB97M-V functional and the def2-TZVPD basis.

The largest force on an atom is 5.8 eV/A. The calculation puts the HOMO energy at -15.368 eV. The net charge is +1.

XYZ file:
```
12
Properties=species:S:1:pos:R:3:mulliken_charge:R:1
C 0.0744 1.8670 1.8222 0.157
C 0.1512 1.0816 0.9040 -0.604
C 0.4865 -0.0663 0.1408 0.718
N 0.0966 -1.2334 0.6218 -0.332
O 1.5747 0.0173 -0.5748 -0.396
O -1.0302 -0.1683 -1.3970 -0.661
H -0.1130 2.6800 2.4047 0.502
H -0.9003 -1.3070 0.8104 0.263
H -2.0530 -0.5210 -1.8309 0.360
H 0.6192 -2.1025 0.3954 0.250
H 1.7635 -0.7127 -1.1914 0.381
H -0.6695 0.4655 -2.1052 0.362
```

=====

5.
Here is a molecular structure, C6H15AsGaNO5S from the OMol25 dataset. Energies are from the ωB97M-V functional and the def2-TZVPD basis.

The largest force on an atom is 3.0 eV/A. The calculation puts the HOMO energy at -9.068 eV.

XYZ file:
```
30
Properties=species:S:1:pos:R:3:mulliken_charge:R:1
Ga 0.1896 0.1826 0.8657 0.464
O 2.4456 2.8284 2.0930 -0.620
S 2.3234 1.8648 1.0278 1.142
O 3.3026 1.8378 -0.0350 -0.619
O 2.0955 0.3949 1.6181 -0.592
O 0.8432 1.9772 0.3293 -0.466
N -3.7164 1.5698 0.0955 -0.380
C -2.6218 0.9042 0.4325 0.576
O -1.8214 0.4455 -0.4342 -0.666
C -2.3123 0.9450 1.9084 -0.619
C -1.2067 0.0468 2.3893 -0.844
H -3.9903 1.5481 -0.8759 0.267
H -4.3559 1.9616 0.7822 0.205
H -3.2714 0.6806 2.3988 0.421
H -2.0056 2.0247 2.1490 0.286
H -1.4788 -1.0311 2.3612 0.314
H -0.7316 0.3865 3.3376 0.363
C -0.1932 -2.5489 -1.6914 -0.975
As 0.9574 -1.2137 -0.8832 0.585
C 2.7619 -1.9454 -0.7448 -0.982
C 1.1472 0.2824 -2.2181 -1.110
H 0.1107 -2.8211 -2.7024 0.360
H -1.2103 -2.1909 -1.7174 0.333
H -0.1299 -3.4429 -1.0428 0.357
H 3.0948 -2.0982 -1.7414 0.397
H 2.7769 -2.9071 -0.2012 0.372
H 3.4075 -1.2522 -0.2031 0.300
H 1.2315 -0.1734 -3.2213 0.419
H 2.0759 0.8130 -2.0211 0.367
H 0.2815 0.9308 -2.0554 0.343
```

=====

6.
Here is a gas-phase ion, C7H13INO (charge +1) from the OMol25 dataset. Energies are from the ωB97M-V functional and the def2-TZVPD basis.

The largest force on an atom is 10.1 eV/A. The calculation puts the HOMO energy at -12.964 eV. The net charge is +1. Its SMILES is CC[N@H+](C#CI)CCOC.

XYZ file:
```
23
Properties=species:S:1:pos:R:3:mulliken_charge:R:1
C 1.6040 -2.3580 0.0851 -1.235
C 1.5707 -0.8770 -0.2599 -0.302
N 0.1105 -0.4275 -0.6180 0.157
C -0.3876 -1.1267 -1.6512 0.137
C -1.0824 -1.6047 -2.6183 -0.691
I -1.9700 -2.7290 -3.9755 0.391
C 0.1175 1.0689 -0.8200 -0.570
C -0.2349 1.7596 0.4351 -0.453
O -1.3016 1.1034 1.0917 -0.376
C -1.7832 1.9337 2.2315 -0.803
H 1.9375 -2.4618 1.0981 0.381
H 0.6985 -2.8783 0.1038 0.396
H 2.2617 -2.9243 -0.5553 0.335
H 2.0559 -0.8135 -1.2449 0.370
H 1.9697 -0.1985 0.4956 0.390
H -0.5771 -0.7362 0.0663 0.433
H 1.1615 1.3066 -1.0557 0.328
H -0.6134 1.3579 -1.6063 0.355
H 0.5475 1.5781 1.1159 0.288
H -0.3906 2.7900 0.3273 0.512
H -1.0202 1.9265 2.8906 0.413
H -2.5189 1.2978 2.5798 0.281
H -2.1552 3.0130 1.8844 0.264
```